No. 1
Entry from the OMol25 dataset: a cluster of 3 separate species, C4H12NO4 in total in a non-equilibrium geometry (ωB97M-V/def2-TZVPD).

Positions of all 21 atoms, in Å:
O (2.66935, -0.60363, 2.42153)
C (1.74556, -0.58378, 1.64010)
C (0.69302, 0.43413, 1.56072)
C (-0.63197, -0.38590, 1.88622)
N (0.66158, 1.25500, 0.30199)
C (0.62770, 0.43433, -0.94368)
O (-0.54539, -0.23474, -1.13946)
H (1.45820, -1.44934, 1.00088)
H (0.74185, 1.21882, 2.30510)
H (-0.78420, -1.08953, 1.05635)
H (-1.48440, 0.27766, 1.95069)
H (-0.75482, -0.95255, 2.80280)
H (-0.24736, 1.72213, 0.37251)
H (0.87320, 1.16592, -1.69429)
H (1.45620, -0.32146, -0.87266)
H (-1.61042, -0.89074, -3.62504)
H (-1.04716, -1.44189, -2.37281)
O (-1.38052, -1.75481, -3.25131)
H (-1.54041, 1.10211, -1.48488)
H (-2.86484, 0.71426, -0.91159)
O (-2.46649, 1.47261, -1.33809)

The energy relative to the best compared isomer or geometry (same formula, charge and spin) is 2.813 eV. The charge is -1. The value obtained for the total energy is -515.3322 Ha. Its HOMO-LUMO gap is 8.068 eV. Its LUMO energy is 3.73 eV.



No. 2
Entry from the OMol25 dataset: a structure of composition C37H51BN7O4S4Zr (ωB97M-V/def2-TZVPD).

Positions of all 105 atoms, in Å:
Zr (0.59955, -0.62401, -0.59450)
C (-1.08569, -5.54304, -0.43640)
C (0.15436, -4.73998, -0.20550)
C (1.41265, -5.21979, -0.33670)
C (2.56372, -4.37132, -0.19114)
N (2.45098, -3.16696, 0.25598)
N (1.17205, -2.68496, 0.51544)
B (1.14998, -1.86980, 1.87525)
N (2.54991, -1.70825, 2.40534)
N (2.85138, -2.53490, 3.40657)
C (4.04569, -2.44281, 3.94644)
C (4.96567, -1.47977, 3.47408)
C (4.66202, -0.64624, 2.42730)
C (5.61791, 0.36381, 1.88925)
C (3.37391, -0.80482, 1.86450)
S (2.88697, 0.12953, 0.47032)
C (4.33671, -3.43530, 5.06051)
C (5.70073, -3.17834, 5.69850)
C (4.31509, -4.84358, 4.44561)
C (3.23922, -3.31996, 6.12594)
N (0.05248, -2.37430, 2.82183)
N (-0.20688, -3.58591, 3.27897)
C (-1.30363, -3.68884, 4.00634)
C (-2.13962, -2.56009, 4.24287)
C (-1.88958, -1.31557, 3.70602)
C (-2.74557, -0.10904, 3.88766)
C (-0.71596, -1.30014, 2.94680)
S (0.22709, -0.09297, 2.03162)
C (-1.65095, -5.04345, 4.58994)
C (-3.04967, -5.44699, 4.09871)
C (-1.64880, -4.91808, 6.12222)
C (-0.63458, -6.09861, 4.16056)
C (0.03131, -3.34955, 0.10386)
S (-1.28721, -2.33823, -0.13450)
C (3.94422, -4.88151, -0.54647)
C (5.00168, -3.81323, -0.27514)
C (3.93408, -5.23614, -2.04235)
C (4.24148, -6.13055, 0.29504)
H (-0.83828, -6.59327, -0.57026)
H (-1.60794, -5.19217, -1.32893)
H (-1.77385, -5.44573, 0.40484)
H (1.55736, -6.26131, -0.59227)
H (5.93603, -1.40131, 3.94474)
H (6.53313, 0.37674, 2.47547)
H (5.17917, 1.36243, 1.89886)
H (5.86733, 0.12773, 0.85262)
H (6.52042, -3.29752, 4.98710)
H (5.86449, -3.90061, 6.49693)
H (5.76262, -2.18402, 6.14567)
H (5.08660, -4.95219, 3.67960)
H (3.34311, -5.06592, 4.00198)
H (4.51465, -5.58086, 5.22306)
H (3.21527, -2.32414, 6.57226)
H (3.43694, -4.03633, 6.92310)
H (2.25709, -3.53712, 5.70448)
H (-3.02264, -2.69356, 4.85518)
H (-3.63418, -0.34955, 4.46600)
H (-3.05692, 0.29058, 2.92121)
H (-2.19766, 0.67544, 4.41240)
H (-3.82531, -4.75402, 4.42731)
H (-3.30407, -6.42571, 4.50409)
H (-3.08655, -5.51771, 3.00953)
H (-2.38562, -4.19722, 6.47953)
H (-0.66597, -4.62579, 6.49514)
H (-1.90167, -5.88262, 6.56126)
H (-0.60765, -6.22131, 3.07608)
H (-0.91591, -7.05562, 4.59850)
H (0.37299, -5.85481, 4.49833)
H (4.81683, -2.90400, -0.84938)
H (5.97755, -4.20460, -0.56057)
H (5.04010, -3.54771, 0.78362)
H (3.71995, -4.36069, -2.65822)
H (3.20553, -6.01328, -2.28005)
H (4.91421, -5.61793, -2.32746)
H (4.21208, -5.90638, 1.36298)
H (5.24043, -6.49135, 0.05207)
H (3.54845, -6.94777, 0.09232)
C (6.99489, 2.49268, -5.23781)
C (5.71063, 1.83519, -4.83824)
C (4.70672, 1.61511, -5.79065)
C (3.52579, 0.99651, -5.44597)
C (3.33861, 0.58974, -4.11972)
C (4.31810, 0.78775, -3.15680)
C (5.49394, 1.41543, -3.52545)
S (1.87996, -0.27477, -3.79001)
O (1.77014, -1.56879, -4.36794)
O (1.82096, -0.31894, -2.26072)
N (0.67698, 0.62983, -4.35076)
C (0.34382, 1.97262, -3.86318)
C (-0.94303, 2.01009, -2.99697)
C (-0.79241, 0.98482, -1.93127)
O (-0.31760, 1.26789, -0.77295)
O (-0.92638, -0.24371, -2.19663)
H (6.81002, 3.32841, -5.91144)
H (7.62460, 1.77742, -5.77071)
H (7.54763, 2.85397, -4.37363)
H (4.85645, 1.93661, -6.81300)
H (2.75979, 0.83087, -6.19257)
H (4.16201, 0.46362, -2.13643)
H (6.26267, 1.58969, -2.78427)
H (-0.03052, 0.08285, -4.82807)
H (0.20867, 2.63134, -4.71935)
H (1.20082, 2.34542, -3.29977)
H (-1.80844, 1.75592, -3.60947)
H (-1.06362, 3.00604, -2.57672)

The energy relative to the best compared isomer or geometry (same formula, charge and spin) is 0.000 eV. The charge is +3. The value obtained for the total energy is -3788.7704 Ha. Its HOMO-LUMO gap is 6.956 eV. Its LUMO energy is -9.24 eV.



No. 3
Entry from the OMol25 dataset: the ion C19H18I2N2 with charge +2 in a non-equilibrium geometry (ωB97M-V/def2-TZVPD).

Positions of all 41 atoms, in Å:
C (7.17992, -0.55179, -0.59351)
C (6.05247, 0.49126, -0.46742)
I (7.03620, 2.44006, -0.46690)
C (5.19558, 0.41923, 0.83878)
I (5.66778, -1.18703, 2.19414)
N (3.72567, 0.38629, 0.57315)
C (2.93545, 1.10705, 1.38474)
C (1.57335, 1.12425, 1.25734)
C (0.96712, 0.37023, 0.24451)
C (-0.50957, 0.28670, 0.04304)
C (-1.29561, -0.10598, 1.14601)
C (-2.65015, -0.23165, 0.98442)
N (-3.26520, 0.00378, -0.19187)
C (-4.70307, -0.20740, -0.24409)
C (-5.63398, 0.81459, -0.30655)
C (-6.97664, 0.48189, -0.32939)
C (-7.40798, -0.83405, -0.29838)
C (-6.46835, -1.86565, -0.23037)
C (-5.13195, -1.52591, -0.19159)
C (-2.52607, 0.41096, -1.22740)
C (-1.16006, 0.56473, -1.15907)
C (1.81660, -0.36501, -0.60108)
C (3.17329, -0.33458, -0.40708)
H (7.86869, -0.56091, 0.25928)
H (6.80896, -1.55726, -0.84678)
H (7.79390, -0.24484, -1.45550)
H (5.46296, 0.46117, -1.39006)
H (5.36701, 1.35044, 1.38518)
H (3.41544, 1.68527, 2.17437)
H (0.94096, 1.69436, 1.93692)
H (-0.84289, -0.31598, 2.11327)
H (-3.23541, -0.56093, 1.84366)
H (-5.30986, 1.85703, -0.32997)
H (-7.75738, 1.24255, -0.37225)
H (-8.46297, -1.10527, -0.29951)
H (-6.76049, -2.91386, -0.18695)
H (-4.39323, -2.33176, -0.13886)
H (-3.05265, 0.60984, -2.16214)
H (-0.58667, 0.88593, -2.02692)
H (1.34868, -0.94478, -1.39504)
H (3.80013, -0.94296, -1.06015)

The charge is +2. The value obtained for the total energy is -1439.1469 Ha. Its HOMO-LUMO gap is 6.689 eV. Its LUMO energy is -7.71 eV.



No. 4
Entry from the OMol25 dataset: a structure of composition C3HO2Sm in a non-equilibrium geometry (ωB97M-V/def2-TZVPD).

Positions of all 7 atoms, in Å:
C (0.42905, 3.07847, -0.81707)
H (0.84221, 4.07931, -0.84935)
C (-0.32503, 2.06728, -0.88068)
O (1.05312, 1.65024, 0.61830)
C (0.05068, 1.02721, 0.06974)
Sm (0.19533, -2.64086, 0.11023)
O (-0.25791, -0.14064, 0.21871)

As for the multiplicity: 7. The energy relative to the best compared isomer or geometry (same formula, charge and spin) is 0.000 eV. The charge is +3. The value obtained for the total energy is -921.8604 Ha. Its HOMO-LUMO gap (alpha / beta) is 4.505 / 8.711 eV. Its LUMO energy (alpha / beta) is -18.20 / -17.63 eV.



No. 5
Entry from the OMol25 dataset: a structure of composition C10H20Ag3BBr10F4 in a non-equilibrium geometry (ωB97M-V/def2-TZVPD).

Positions of all 48 atoms, in Å:
Ag (3.89367, -0.17283, -1.69446)
Ag (3.17547, -3.16112, -0.02193)
Ag (2.24882, -2.31189, -3.90451)
B (0.93548, -1.34125, -1.10653)
F (1.80976, -1.08346, -0.01015)
F (-0.23009, -0.67554, -0.91825)
F (1.65266, -0.71997, -2.23784)
F (0.80527, -2.68951, -1.39706)
Br (0.85243, 0.39695, -5.16952)
C (0.42651, 1.56662, -3.61308)
C (-0.39152, 2.74665, -4.11635)
Br (0.28304, 4.38192, -3.30061)
H (1.38493, 1.83186, -3.19853)
H (-0.19056, 0.94333, -2.97769)
H (-1.44527, 2.60357, -3.89974)
H (-0.31715, 2.88190, -5.19005)
Br (-3.17470, 0.62386, 2.48710)
C (-2.10589, 2.13432, 1.84237)
C (-2.88158, 2.87890, 0.78234)
Br (-2.99567, 1.89399, -0.89228)
H (-1.20181, 1.70878, 1.42381)
H (-1.92608, 2.80375, 2.67500)
H (-2.38427, 3.81044, 0.52695)
H (-3.89496, 3.07844, 1.10877)
Br (0.08851, -0.71476, 4.41623)
C (-0.80777, -2.25288, 3.63937)
C (-0.49686, -2.48533, 2.18446)
Br (1.34500, -3.20455, 2.15702)
H (-1.85258, -1.97575, 3.78917)
H (-0.67971, -3.13855, 4.25957)
H (-0.53835, -1.52922, 1.66495)
H (-1.17941, -3.19810, 1.73677)
Br (-2.49571, -1.48685, -2.71578)
C (-2.62463, -1.94637, -0.83235)
C (-4.01739, -2.36690, -0.45927)
Br (-4.16128, -2.70433, 1.47493)
H (-2.29334, -1.07265, -0.27698)
H (-1.88327, -2.72591, -0.65317)
H (-4.33500, -3.28656, -0.92942)
H (-4.70139, -1.54828, -0.66001)
Br (4.05595, -0.71867, 1.87011)
C (4.56208, 1.07252, 2.43987)
C (4.74722, 1.98209, 1.25362)
Br (3.09809, 2.13822, 0.19377)
H (5.49704, 1.02647, 2.99700)
H (3.78358, 1.39081, 3.12544)
H (5.53054, 1.62156, 0.59411)
H (5.03021, 2.99426, 1.53287)

The energy relative to the best compared isomer or geometry (same formula, charge and spin) is 0.000 eV. The charge is +2. The value obtained for the total energy is -26997.9678 Ha. Its HOMO-LUMO gap is 4.410 eV. Its LUMO energy is -9.33 eV.



No. 6
Entry from the OMol25 dataset: the molecule C4H7N3O2 in a non-equilibrium geometry (ωB97M-V/def2-TZVPD).

Positions of all 16 atoms, in Å:
H (1.25084, -1.64220, -2.48475)
N (0.29731, -1.19824, -2.55806)
N (0.07545, -0.45821, -1.61178)
C (1.01732, -0.44685, -0.48550)
O (1.84940, -1.33949, -0.34380)
C (0.90504, 0.82170, 0.26552)
N (0.29846, 1.90091, -0.34630)
C (-0.11910, -0.27659, 1.30952)
C (-1.56954, -0.52234, 0.99487)
O (0.38332, -0.47591, 2.37540)
H (1.76589, 1.05223, 0.89203)
H (0.08471, 2.68564, 0.25229)
H (-0.43745, 1.67140, -0.99954)
H (-2.01254, -1.11808, 1.79053)
H (-2.10214, 0.42358, 0.88310)
H (-1.68698, -1.07754, 0.06646)

The energy relative to the best compared isomer or geometry (same formula, charge and spin) is 3.832 eV. The SMILES is [H]/N=N\C(=O)[C@@H](N)C(C)=O. The charge is 0. The value obtained for the total energy is -471.2622 Ha. Its HOMO-LUMO gap is 7.958 eV. Its LUMO energy is -0.66 eV.



No. 7
Entry from the OMol25 dataset: a structure of composition C44H44F5N8NaOP2 (ωB97M-V/def2-TZVPD).

Positions of all 105 atoms, in Å:
Na (0.26088, -0.33758, -0.76121)
C (3.03227, -1.26707, 1.95486)
P (2.00767, 0.16932, 1.48070)
C (0.95287, 0.33827, 2.99589)
N (1.45865, -0.06770, 4.13403)
C (0.75478, 0.15510, 5.27118)
C (1.26632, -0.28714, 6.51421)
C (0.58189, -0.00995, 7.66055)
C (-0.63336, 0.71777, 7.62064)
C (-1.14886, 1.14768, 6.43379)
C (-0.46198, 0.86188, 5.22989)
N (-0.99460, 1.24414, 4.04305)
C (-0.34617, 0.95790, 2.94302)
P (-1.19990, 1.34094, 1.33153)
C (-1.49146, 3.13796, 1.57924)
C (-2.91619, 0.61566, 1.53501)
C (-2.74640, -0.88576, 1.78027)
C (-3.59787, 0.84388, 0.17781)
C (-3.80036, 1.22571, 2.62148)
C (3.15479, 1.63532, 1.67832)
C (3.92136, 1.67760, 2.99670)
C (4.14240, 1.56041, 0.50813)
C (2.30481, 2.89942, 1.53259)
H (3.41934, -1.19420, 2.96865)
H (3.85212, -1.36569, 1.24210)
H (2.40679, -2.15649, 1.86962)
H (2.20112, -0.83188, 6.51846)
H (0.96752, -0.34313, 8.61501)
H (-1.15504, 0.92740, 8.54504)
H (-2.07945, 1.69668, 6.37556)
H (-1.85362, 3.33806, 2.58734)
H (-2.23021, 3.48974, 0.85740)
H (-0.56584, 3.68794, 1.41257)
H (-2.09890, -1.35264, 1.03468)
H (-3.71818, -1.38254, 1.72692)
H (-2.32536, -1.07553, 2.77070)
H (-3.02236, 0.42901, -0.64971)
H (-3.76517, 1.90710, -0.01285)
H (-4.57513, 0.35516, 0.17951)
H (-3.37989, 1.09606, 3.61416)
H (-4.77607, 0.73256, 2.58914)
H (-3.96848, 2.29130, 2.45533)
H (4.54255, 0.79173, 3.13299)
H (3.25450, 1.75697, 3.85503)
H (4.58218, 2.54941, 3.00050)
H (4.78967, 0.68435, 0.58010)
H (4.78411, 2.44544, 0.51429)
H (3.62478, 1.52187, -0.45288)
H (1.60709, 3.01232, 2.36588)
H (1.73264, 2.89020, 0.60030)
H (2.95112, 3.78106, 1.52240)
F (-1.47966, -3.91248, -5.42057)
C (-2.01157, -3.73650, -4.20476)
C (-2.85406, -4.70251, -3.70775)
F (-3.07741, -5.77034, -4.48297)
C (-3.46736, -4.63005, -2.43204)
C (-3.13743, -3.44437, -1.73452)
C (-2.28774, -2.49845, -2.23992)
F (-2.01500, -1.42228, -1.46060)
C (-1.67435, -2.59194, -3.48415)
C (-0.70352, -1.58166, -3.92950)
C (-0.75317, -0.32801, -3.50655)
N (-0.70859, 0.72820, -2.90753)
C (0.44341, -1.91358, -4.72657)
N (1.36973, -2.14275, -5.36807)
F (-3.65402, -3.20095, -0.51579)
C (-4.30826, -5.63960, -1.89974)
C (-4.73480, -5.62583, -0.54724)
N (-5.09257, -5.64460, 0.55153)
C (-4.73349, -6.77229, -2.64435)
N (-5.10660, -7.71367, -3.19721)
C (-1.26007, -5.66978, 0.23537)
N (-0.72896, -4.38673, 0.67059)
C (-0.92902, -4.03073, 2.06339)
C (-0.19189, -3.53194, -0.19318)
O (0.21559, -2.39780, 0.08178)
H (-0.99281, -6.43429, 0.96500)
H (-0.83201, -5.94097, -0.72795)
H (-2.34606, -5.63301, 0.15632)
H (-0.42087, -4.75279, 2.70423)
H (-1.99494, -4.03966, 2.29842)
H (-0.52549, -3.03770, 2.23798)
H (-0.12302, -3.93428, -1.21400)
F (-2.35508, 5.65928, -4.70662)
C (-1.95503, 4.45070, -4.27928)
C (-1.99424, 4.17794, -2.92566)
C (-1.57081, 2.93306, -2.49023)
C (-1.14151, 1.98929, -3.41136)
C (-1.10026, 2.28491, -4.76842)
C (-1.51052, 3.53102, -5.21051)
H (-2.34596, 4.93290, -2.23626)
H (-1.57576, 2.67753, -1.43791)
H (-0.74448, 1.54277, -5.47252)
H (-1.49068, 3.79508, -6.25855)
C (4.48080, -0.49417, -3.83535)
C (3.69046, 0.64258, -3.76501)
C (2.56289, 0.61379, -2.96329)
N (2.19652, -0.45454, -2.25166)
C (2.96840, -1.53822, -2.32278)
C (4.11474, -1.60592, -3.09710)
H (5.36328, -0.51387, -4.46093)
H (3.93550, 1.53452, -4.32477)
H (1.91882, 1.48417, -2.89113)
H (2.64418, -2.39103, -1.73576)
H (4.69305, -2.51843, -3.12895)

The energy relative to the best compared isomer or geometry (same formula, charge and spin) is 0.000 eV. The charge is 0. The value obtained for the total energy is -3560.7051 Ha. Its HOMO-LUMO gap is 5.530 eV. Its LUMO energy is -1.03 eV.



No. 8
Entry from the OMol25 dataset: a structure of composition C6H12N in a non-equilibrium geometry (ωB97M-V/def2-TZVPD).

Positions of all 19 atoms, in Å:
C (-0.49910, -0.78403, -1.71040)
C (-1.14286, 0.35957, -1.66295)
C (0.15380, -0.93421, -0.39734)
C (1.67698, -0.99688, -0.45537)
C (-1.54836, 0.01009, 1.10332)
C (0.35894, 1.44228, 0.47401)
N (-0.50436, 0.35277, 0.16031)
H (-0.56845, -1.34079, -2.58003)
H (-1.37860, 1.33028, -2.00825)
H (-0.14681, -1.71488, 0.38330)
H (2.23352, -1.98101, -0.60300)
H (2.13018, -0.83313, 0.53788)
H (1.99978, -0.25136, -1.26935)
H (-2.43095, 0.65817, 0.79897)
H (-1.84060, -0.94722, 0.87563)
H (-1.29683, 0.07274, 2.20961)
H (1.23645, 1.63399, -0.20947)
H (-0.13800, 2.42538, 0.50973)
H (0.74885, 1.55412, 1.52098)

The energy relative to the best compared isomer or geometry (same formula, charge and spin) is 4.158 eV. The charge is +1. The value obtained for the total energy is -290.1691 Ha. Its HOMO-LUMO gap is 10.934 eV. Its LUMO energy is -4.13 eV.



Look up the charge of the eighth one. +1



Which of these has the lowest charge? C4H12NO4